(1)
{"formula": "C20H57BeN4O10", "method": "ωB97M-V/def2-TZVPD", "elements": ["Be", "O", "C", "O", "O", "H", "C", "C", "C", "O", "C", "N", "H", "H", "H", "H", "H", "H", "H", "H", "H", "H", "H", "C", "C", "C", "O", "C", "N", "H", "H", "H", "H", "H", "H", "H", "H", "H", "H", "H", "C", "C", "C", "O", "C", "N", "H", "H", "H", "H", "H", "H", "H", "H", "H", "H", "H", "C", "C", "C", "O", "C", "N", "H", "H", "H", "H", "H", "H", "H", "H", "H", "H", "H", "C", "O", "H", "H", "H", "H", "C", "O", "H", "H", "H", "H", "C", "O", "H", "H", "H", "H"], "coordinates": [[-2.37771, 2.71650, 0.65580], [0.39260, -0.35254, 0.58699], [-0.50470, 0.61388, 0.53965], [-0.31776, 1.63828, -0.14464], [-1.66938, 0.55374, 1.10374], [0.06066, -0.85073, 1.38718], [-2.38319, 4.68680, -3.53577], [-2.66501, 3.88642, -2.26937], [-2.63626, 2.40449, -2.48344], [-3.07028, 1.79153, -1.25821], [-3.03327, 0.37543, -1.34393], [-1.67710, 4.15398, -1.24622], [-3.26174, 4.69582, -4.18375], [-1.66655, 4.16714, -4.17973], [-2.03049, 5.70015, -3.35709], [-3.68089, 4.15268, -1.97063], [-1.67077, 2.02197, -2.83597], [-3.27635, 2.12639, -3.32875], [-3.71755, 0.04381, -2.12962], [-3.35478, -0.11281, -0.42878], [-2.01663, 0.05124, -1.58100], [-0.78418, 3.77227, -1.59603], [-1.40524, 5.13430, -1.18780], [0.12666, -2.42510, -1.80756], [0.61757, -2.18114, -3.23803], [0.87224, -0.74395, -3.62377], [1.01729, -0.65701, -5.02495], [0.78622, 0.64017, -5.52874], [1.74327, -3.07130, -3.57284], [-0.36452, -3.39663, -1.77656], [-0.66281, -1.69382, -1.60536], [0.88460, -2.38579, -1.02674], [-0.21566, -2.63466, -3.78564], [1.76500, -0.30561, -3.16062], [0.01305, -0.16234, -3.24980], [1.18053, 0.72004, -6.53902], [1.33522, 1.43014, -4.99856], [-0.27516, 0.88413, -5.41929], [2.58393, -2.49588, -3.49744], [1.74015, -3.16894, -4.58682], [3.15297, 1.91491, 1.27485], [3.94856, 1.02765, 0.29219], [4.62022, -0.07804, 1.08010], [5.60158, 0.48117, 1.93528], [6.01919, -0.31952, 3.01466], [3.03346, 0.48936, -0.73291], [3.76624, 2.27610, 2.09853], [2.29722, 1.36019, 1.67247], [2.69285, 2.72794, 0.70553], [4.62033, 1.67896, -0.26831], [5.09813, -0.76968, 0.37768], [3.87308, -0.66521, 1.62689], [7.03067, -0.03085, 3.29890], [6.02784, -1.40047, 2.85405], [5.38364, -0.09505, 3.87922], [2.48469, 1.27458, -1.07762], [2.27048, 0.01172, -0.24704], [-1.49659, -3.60361, 4.47651], [-1.06355, -2.27540, 5.09131], [-0.68967, -1.18509, 4.09479], [0.12741, -1.50163, 2.96532], [1.47104, -1.93288, 3.13135], [-2.05747, -1.88924, 6.10518], [-0.86306, -3.96888, 3.66753], [-2.52324, -3.58472, 4.10341], [-1.44648, -4.34658, 5.27185], [-0.13180, -2.52381, 5.61094], [-0.17332, -0.37501, 4.62288], [-1.61105, -0.82041, 3.63329], [1.84797, -2.29719, 2.17740], [1.62947, -2.73422, 3.85581], [2.07877, -1.08826, 3.47132], [-1.63015, -1.08480, 6.56371], [-2.86625, -1.48340, 5.63662], [-1.61204, -3.35882, 0.91471], [-2.18840, -4.63930, 0.75126], [-2.13559, -2.82684, 1.71580], [-0.54857, -3.41764, 1.13462], [-1.73031, -2.72708, 0.03095], [-2.91124, -4.59986, 0.12182], [1.65304, 4.09588, -2.19817], [0.82422, 2.95789, -2.43705], [2.57326, 3.78393, -1.69916], [1.94638, 4.45995, -3.18011], [1.15004, 4.86474, -1.60561], [0.67218, 2.45863, -1.62553], [-4.64314, -1.26320, 1.38688], [-4.23751, -0.02141, 1.94308], [-4.08820, -1.66406, 0.53910], [-4.67108, -1.98781, 2.20691], [-5.69353, -1.12480, 1.12407], [-3.28366, 0.09809, 1.84186]], "forces_ev_per_a": [[2.51, -3.11, -4.15], [-1.80, 0.47, 1.10], [-1.16, 1.75, -1.17], [0.72, 1.15, -0.30], [-0.13, 0.69, 1.36], [0.69, -0.75, 0.19], [0.07, -0.92, -1.07], [-0.41, 0.51, -0.90], [-0.31, -0.33, -0.78], [0.11, 0.83, 1.17], [-0.13, -1.06, -0.44], [0.64, -0.08, 2.04], [-0.21, 0.35, 0.29], [0.43, 0.14, 0.32], [-0.15, 0.01, 0.11], [0.15, 0.06, 0.57], [0.35, 0.18, 0.71], [-0.57, 0.00, 0.43], [0.10, 0.16, -0.13], [0.07, 0.60, 0.01], [-0.07, 0.00, -0.04], [-0.21, -0.66, 0.28], [-0.81, 0.21, 0.38], [-0.07, 0.40, -0.24], [0.03, -1.56, 0.13], [-0.48, 0.24, 0.16], [-0.06, 0.10, -0.16], [0.41, 0.37, 0.47], [0.56, 0.77, -0.47], [0.26, -0.12, 0.06], [0.12, 0.07, 0.24], [0.08, 0.13, -0.09], [-0.06, 0.80, -0.60], [0.05, -0.26, 0.30], [-0.08, 0.26, -0.31], [-0.52, -0.38, -0.23], [0.07, -0.24, 0.43], [-0.09, 0.07, -0.45], [0.17, -0.28, 0.59], [-0.30, -0.36, 0.02], [-0.10, -0.10, -0.41], [-1.33, 0.80, 0.44], [0.81, -0.31, -0.68], [-0.13, 0.00, -0.42], [-0.08, 0.25, 0.69], [-0.55, -0.33, 0.40], [-0.03, 0.19, -0.07], [0.17, -0.23, 0.16], [0.24, 0.30, 0.20], [0.60, -0.30, 0.35], [0.04, -0.11, 0.00], [-0.15, 0.17, 0.20], [0.02, 0.09, -0.19], [-0.16, 0.04, -0.41], [-0.07, -0.24, 0.07], [0.44, 0.20, -0.41], [0.48, -0.38, -0.03], [-0.11, -0.17, -0.05], [0.74, -1.57, -0.25], [-0.19, 0.64, -0.18], [-0.30, -0.94, -0.53], [0.35, 0.33, 0.71], [0.94, 1.10, -0.59], [0.11, 0.24, -0.01], [-0.02, 0.11, 0.00], [-0.18, -0.04, -0.03], [-0.11, 0.14, 0.35], [-0.28, 0.17, 0.16], [0.03, 0.25, 0.06], [-0.17, 0.15, -0.12], [-0.49, -0.08, 0.04], [0.11, 0.03, -0.10], [-0.31, -0.10, 0.48], [-0.14, -0.26, -0.04], [-0.82, 0.56, -0.06], [0.39, -0.19, -0.02], [0.29, 0.01, 0.23], [-0.05, -0.30, 0.09], [0.09, -0.15, -0.16], [0.00, 0.05, -0.01], [0.45, -0.75, -0.16], [-0.51, 0.32, -0.13], [-0.02, 0.18, 0.17], [-0.17, 0.29, 0.08], [0.07, 0.11, -0.07], [0.20, -0.25, 0.33], [-1.20, -0.16, 1.16], [0.51, 0.63, -0.51], [0.22, 0.25, 0.07], [0.29, -0.31, -0.28], [0.11, -0.09, -0.37], [0.00, -0.44, 0.10]], "lowdin_charge": [1.119, 0.115, -0.719, -0.015, -0.060, 0.099, -0.023, -0.418, -0.171, -0.206, -0.061, 0.094, 0.094, 0.092, 0.090, 0.149, 0.131, 0.151, 0.120, 0.055, 0.082, 0.053, 0.106, -0.070, -0.421, -0.214, -0.174, -0.107, 0.047, 0.081, 0.042, 0.076, 0.140, 0.124, 0.106, 0.092, 0.078, 0.082, 0.074, 0.072, -0.049, -0.402, -0.206, -0.184, -0.108, 0.056, 0.080, 0.064, 0.061, 0.142, 0.131, 0.110, 0.088, 0.089, 0.085, 0.039, 0.040, -0.052, -0.446, -0.163, -0.256, -0.067, 0.056, 0.070, 0.079, 0.085, 0.134, 0.131, 0.117, 0.094, 0.098, 0.091, 0.074, 0.075, -0.181, -0.086, 0.057, 0.082, 0.055, 0.079, -0.113, -0.164, 0.078, 0.092, 0.074, 0.019, -0.151, -0.140, 0.063, 0.085, 0.089, 0.001], "largest_force_ev_per_a": 5.8, "charge": 1}

(2)
{"formula": "C20H57N3O7", "method": "ωB97M-V/def2-TZVPD", "elements": ["C", "O", "C", "C", "C", "N", "H", "H", "H", "H", "H", "H", "H", "H", "H", "H", "H", "C", "O", "C", "C", "C", "N", "H", "H", "H", "H", "H", "H", "H", "H", "H", "H", "H", "C", "O", "C", "C", "C", "N", "H", "H", "H", "H", "H", "H", "H", "H", "H", "H", "H", "C", "C", "O", "H", "H", "H", "H", "H", "H", "C", "C", "O", "H", "H", "H", "H", "H", "H", "C", "C", "O", "H", "H", "H", "H", "H", "H", "C", "C", "O", "H", "H", "H", "H", "H", "H"], "coordinates": [[3.64747, -3.78670, 3.59814], [2.71678, -3.26174, 2.66793], [2.61829, -1.81942, 2.73264], [2.05301, -1.36164, 1.39478], [2.92085, -1.79072, 0.17916], [1.99107, 0.10394, 1.34026], [3.27334, -4.66309, 4.12735], [3.93074, -3.07927, 4.37751], [4.53063, -4.04115, 3.01216], [2.00648, -1.38672, 3.52420], [3.59063, -1.32955, 2.78423], [1.04331, -1.76852, 1.33963], [3.93202, -1.42221, 0.35192], [2.64236, -1.36520, -0.78493], [2.92990, -2.87350, 0.05426], [1.69256, 0.28476, 0.39248], [2.94788, 0.34221, 1.12153], [-7.03636, -2.37355, 1.38852], [-6.10641, -1.53130, 2.11795], [-4.95249, -1.03018, 1.40671], [-4.06458, 0.07494, 2.11916], [-2.74219, 0.38966, 1.41364], [-3.76093, -0.48624, 3.45459], [-7.48741, -1.75973, 0.60886], [-7.76696, -2.88883, 2.01207], [-6.44783, -3.15462, 0.90720], [-4.29563, -1.86160, 1.15102], [-5.26204, -0.70880, 0.41223], [-4.61093, 1.01442, 2.20264], [-2.94848, 0.61371, 0.36706], [-1.93375, -0.33627, 1.50067], [-2.29791, 1.31046, 1.79160], [-3.28329, -1.37528, 3.49403], [-4.66683, -0.58988, 3.88900], [-1.76291, 6.85181, 2.45151], [-1.43782, 5.65781, 1.69005], [-0.18074, 5.12094, 1.88750], [0.16317, 4.12456, 0.75687], [0.12253, 4.77543, -0.61707], [-0.73937, 2.95228, 0.75860], [-0.98369, 7.22458, 3.11631], [-2.73208, 6.72697, 2.93446], [-1.90313, 7.63206, 1.70341], [0.56848, 5.90180, 2.01801], [-0.22135, 4.65671, 2.87286], [1.15258, 3.68180, 0.87134], [0.91511, 5.52359, -0.60469], [-0.86575, 5.21924, -0.73717], [0.24460, 4.09443, -1.45936], [-0.65484, 2.44205, 1.62614], [-1.70856, 3.22130, 0.66704], [3.92725, 2.11544, -1.46480], [4.97906, 1.20061, -0.77493], [4.74308, 1.19134, 0.63575], [3.08229, 2.16914, -0.77834], [3.65677, 1.84365, -2.48513], [4.21262, 3.16689, -1.43132], [5.94334, 1.61744, -1.06565], [5.01494, 0.20286, -1.21232], [5.48067, 0.72339, 1.03398], [1.72613, -3.92523, -3.58245], [0.92947, -4.33794, -4.76496], [1.70398, -4.23684, -5.97362], [1.91279, -2.85207, -3.54253], [2.66107, -4.48094, -3.51047], [1.17832, -4.23029, -2.69085], [0.02997, -3.72232, -4.76841], [0.49616, -5.33810, -4.76016], [2.43367, -4.85992, -5.94289], [-0.99274, -3.05230, -1.72798], [-2.11785, -2.26207, -1.10104], [-2.36471, -1.10323, -1.90100], [-1.22333, -3.36523, -2.74633], [-0.84890, -3.91289, -1.07468], [-0.05653, -2.49973, -1.80717], [-1.94782, -2.05165, -0.04514], [-3.07567, -2.76456, -0.96627], [-1.84077, -0.32535, -1.69610], [0.40770, 0.19960, -3.31109], [0.05620, 1.29229, -2.23733], [-0.16556, 0.63026, -0.97112], [1.40757, -0.22998, -3.24937], [0.36296, 0.79813, -4.22097], [-0.24849, -0.66503, -3.41069], [-0.82761, 1.90154, -2.42654], [0.92216, 1.93358, -2.07306], [-0.33771, 1.33380, -0.34105]], "forces_ev_per_a": [[0.30, 0.07, -0.22], [-0.43, 1.31, 1.00], [0.23, -0.22, -1.60], [-0.07, 0.02, -1.04], [-0.13, -0.85, 0.66], [0.17, -0.03, -0.07], [-0.24, -0.12, -0.33], [-0.03, 0.24, -0.07], [0.31, -0.24, 0.31], [-0.18, -0.54, 0.33], [0.53, -0.30, 0.35], [-0.13, -0.03, -0.31], [0.24, -0.22, 0.14], [-0.59, 0.21, 0.15], [0.23, -0.06, 0.04], [-1.30, 0.19, -0.24], [0.74, 0.57, 0.95], [1.94, 0.73, -0.57], [0.02, 0.44, 0.88], [-0.11, 0.00, -1.39], [0.12, -2.54, 0.60], [-0.43, 0.49, -0.59], [-0.66, 1.69, 0.51], [-0.40, -0.15, -0.02], [0.16, 0.65, 0.40], [-0.03, -0.22, -0.25], [0.33, -0.38, 0.38], [-0.32, 0.51, -0.19], [-0.19, -0.16, 0.36], [0.19, -0.29, -0.26], [-0.39, -0.42, -0.06], [-0.41, -0.06, 0.42], [-0.04, -0.04, -0.62], [0.09, -0.34, 0.46], [-0.10, -0.27, -1.49], [-1.28, 1.21, 0.00], [0.80, -0.37, 0.66], [-0.61, -0.84, -0.10], [-0.29, 0.32, 0.46], [0.30, 0.01, -0.17], [0.06, -0.55, 0.23], [0.26, -0.23, 0.31], [-0.03, 0.21, -0.01], [0.34, 0.25, -0.51], [0.44, -0.77, 0.11], [0.18, 0.30, 0.50], [-0.20, 0.26, -0.46], [0.12, 0.40, -0.11], [0.30, -0.18, 0.31], [0.09, -0.01, 0.21], [-0.15, 0.24, 0.01], [0.11, 0.02, 1.36], [-0.20, 0.92, -1.26], [0.36, 0.09, -0.73], [-0.59, -0.59, -0.35], [-0.03, -0.16, 0.23], [0.59, -0.04, -0.33], [0.39, 0.12, 0.59], [-0.54, -0.28, 0.21], [0.07, -0.02, 0.22], [0.20, -0.78, 1.15], [-0.02, -0.35, -0.97], [-0.77, 0.74, -0.13], [0.04, -0.08, -0.13], [0.24, 0.14, -0.18], [-0.04, 0.27, 0.19], [0.20, 0.47, -0.87], [0.33, -0.37, 0.64], [-0.07, -0.09, 0.25], [-0.34, -0.48, 0.49], [0.08, 1.23, -0.22], [-1.14, -0.29, -0.15], [-0.28, -0.16, 0.09], [0.37, -0.36, -0.27], [-0.14, 0.24, 0.40], [0.79, 0.58, 0.06], [-0.05, -0.52, -0.92], [0.61, -0.29, 0.74], [-0.35, 1.50, -0.01], [0.70, -2.09, 0.92], [0.05, -0.56, -0.85], [0.19, 0.42, 0.45], [0.11, -0.43, -0.50], [-0.49, 0.44, 0.29], [0.02, -0.07, -0.67], [0.05, 0.27, -0.50], [-0.23, 0.65, 0.69]], "lowdin_charge": [-0.113, -0.184, -0.191, -0.414, -0.044, 0.051, 0.081, 0.081, 0.085, 0.126, 0.117, 0.132, 0.063, 0.067, 0.072, 0.029, 0.016, -0.082, -0.218, -0.184, -0.372, -0.070, 0.024, 0.082, 0.084, 0.077, 0.104, 0.114, 0.134, 0.076, 0.077, 0.048, 0.070, 0.057, -0.062, -0.200, -0.233, -0.382, -0.052, 0.042, 0.085, 0.084, 0.081, 0.119, 0.123, 0.134, 0.083, 0.079, 0.058, 0.071, 0.084, -0.066, -0.294, -0.093, 0.051, 0.075, 0.070, 0.102, 0.098, 0.091, -0.102, -0.322, -0.083, 0.073, 0.078, 0.058, 0.102, 0.112, 0.075, -0.089, -0.307, -0.095, 0.071, 0.080, 0.055, 0.085, 0.104, 0.031, -0.058, -0.259, -0.146, 0.057, 0.070, 0.056, 0.112, 0.080, 0.015], "largest_force_ev_per_a": 2.6}

Looking at ΔE to the lowest compared entry with this formula, charge and spin for the records above, in order, we have 0.0 197.2 kJ/mol.
Looking at Kohn-Sham gap for the records above, in order, we have 4.35 9.41 eV.